(A)
C24H62N4O9 | ωB97M-V/def2-TZVPD

Calculated values
HOMO-LUMO gap in eV: 8.89
SMILES string: COCCNCCOC.COCCNCCOC.COCCNCCOC.COCCNCCOC.O
Total charge: 0
LUMO level in eV: 0.63

Structure (XYZ):
```
99
Properties=species:S:1:pos:R:3:lowdin_charge:R:1
C -0.760 1.277 6.203 -0.12
O -0.773 0.417 5.112 -0.20
C 0.050 0.768 4.052 -0.24
C 0.164 -0.257 2.912 -0.15
N -1.153 -0.275 2.196 -0.04
C -2.263 -0.896 2.894 -0.16
C -2.031 -2.419 3.244 -0.23
O -1.832 -3.250 2.173 -0.20
C -0.732 -4.133 2.141 -0.09
H 0.012 1.114 6.955 0.08
H -1.667 1.047 6.762 0.09
H -0.673 2.331 5.938 0.09
H 1.074 0.917 4.395 0.11
H -0.307 1.697 3.608 0.13
H 0.455 -1.263 3.213 0.11
H 0.859 0.325 2.306 0.09
H -0.988 -0.719 1.304 0.05
H -3.205 -0.785 2.357 0.10
H -2.334 -0.388 3.856 0.10
H -2.894 -2.769 3.811 0.12
H -1.306 -2.510 4.053 0.11
H -0.777 -4.687 1.204 0.09
H -0.827 -4.915 2.895 0.09
H 0.257 -3.677 2.187 0.09
C 1.831 -5.079 -0.768 -0.06
O 0.971 -4.103 -1.446 -0.24
C 0.627 -4.363 -2.838 -0.19
C 1.811 -4.172 -3.815 -0.19
N 2.553 -2.997 -3.358 -0.06
C 1.896 -1.758 -3.651 -0.21
C 1.978 -1.457 -5.159 -0.26
O 1.580 -0.157 -5.245 -0.18
C 1.818 0.421 -6.511 -0.10
H 1.330 -5.954 -0.355 0.08
H 2.434 -4.532 -0.043 0.08
H 2.550 -5.507 -1.466 0.08
H -0.147 -3.703 -3.230 0.11
H 0.098 -5.304 -2.988 0.12
H 1.371 -4.021 -4.801 0.11
H 2.509 -5.005 -3.894 0.11
H 2.598 -3.050 -2.351 0.08
H 2.469 -0.982 -3.142 0.12
H 0.842 -1.759 -3.375 0.12
H 1.381 -2.163 -5.735 0.12
H 3.033 -1.504 -5.429 0.13
H 2.514 1.258 -6.458 0.08
H 0.889 0.884 -6.843 0.09
H 2.241 -0.267 -7.242 0.09
C 2.554 -1.121 0.055 -0.10
O 2.993 -0.425 1.176 -0.21
C 3.151 0.957 1.072 -0.22
C 3.873 1.443 2.339 -0.19
N 5.230 0.999 2.566 -0.07
C 6.228 1.450 1.681 -0.22
C 7.625 0.679 1.694 -0.13
O 7.488 -0.810 1.803 -0.24
C 8.763 -1.485 1.899 -0.10
H 3.184 -0.908 -0.808 0.08
H 1.556 -0.747 -0.175 0.09
H 2.463 -2.205 0.127 0.07
H 2.201 1.469 0.919 0.12
H 3.704 1.069 0.139 0.11
H 3.330 1.116 3.226 0.11
H 3.811 2.527 2.435 0.12
H 5.194 -0.008 2.494 0.11
H 6.487 2.504 1.775 0.12
H 5.836 1.405 0.664 0.10
H 8.180 0.868 2.613 0.10
H 8.199 0.986 0.820 0.11
H 8.524 -2.548 1.875 0.09
H 9.218 -1.082 2.803 0.08
H 9.380 -1.189 1.050 0.08
C -4.278 -0.520 -0.391 -0.04
O -5.150 0.429 -1.138 -0.19
C -4.960 1.711 -0.740 -0.29
C -6.090 2.450 -1.508 -0.19
N -6.312 3.892 -1.159 -0.07
C -7.306 4.560 -2.029 -0.22
C -7.609 5.993 -1.621 -0.23
O -6.484 6.824 -1.981 -0.20
C -6.532 8.105 -1.313 -0.10
H -4.666 -0.706 0.610 0.07
H -3.272 -0.103 -0.354 0.07
H -4.260 -1.522 -0.820 0.08
H -4.018 2.159 -1.055 0.12
H -5.208 1.830 0.315 0.13
H -7.027 1.975 -1.216 0.11
H -5.896 2.300 -2.570 0.11
H -5.459 4.365 -1.422 0.09
H -8.238 4.018 -1.871 0.12
H -6.882 4.593 -3.032 0.12
H -7.779 5.994 -0.545 0.12
H -8.550 6.329 -2.057 0.12
H -6.303 7.977 -0.255 0.09
H -7.495 8.585 -1.492 0.08
H -5.841 8.801 -1.789 0.08
O -1.245 -1.917 -0.258 -0.04
H -1.327 -2.431 0.545 0.00
H -0.508 -2.312 -0.722 0.02
```



(B)
C24H62N4O9 | ωB97M-V/def2-TZVPD

Calculated values
HOMO-LUMO gap in eV: 9.29
SMILES string: COCCNCCOC.COCCNCCOC.COCCNCCOC.COCCNCCOC.O
Total charge: 0
LUMO level in eV: 0.86

Structure (XYZ):
```
99
Properties=species:S:1:pos:R:3:lowdin_charge:R:1
O -0.041 -0.874 -0.515 -0.05
H 0.141 -0.096 -1.056 0.00
H 0.765 -1.003 -0.003 0.00
C -2.531 1.491 -1.899 -0.08
O -1.118 1.663 -1.862 -0.21
C -0.793 2.939 -1.376 -0.24
C 0.727 3.079 -1.345 -0.21
N 1.281 2.360 -0.218 -0.05
C 2.717 2.089 -0.274 -0.18
C 3.217 1.121 -1.361 -0.24
O 2.712 -0.164 -1.194 -0.24
C 3.089 -1.098 -2.208 -0.08
H -2.791 0.439 -1.805 0.07
H -2.888 1.750 -2.906 0.09
H -3.022 2.119 -1.159 0.09
H -1.109 3.076 -0.327 0.13
H -1.303 3.826 -1.771 0.13
H 1.157 4.084 -1.356 0.12
H 1.036 2.691 -2.333 0.10
H 0.750 1.528 -0.010 0.09
H 2.905 1.576 0.674 0.11
H 3.263 3.029 -0.297 0.12
H 4.315 1.086 -1.255 0.13
H 2.984 1.529 -2.357 0.12
H 2.835 -0.689 -3.183 0.08
H 2.661 -2.056 -1.938 0.09
H 4.179 -1.194 -2.133 0.09
C -12.038 0.424 1.547 -0.12
O -10.785 0.938 1.186 -0.19
C -10.025 1.481 2.248 -0.24
C -8.655 1.949 1.787 -0.22
N -7.764 0.820 1.631 -0.06
C -6.431 1.191 1.225 -0.22
C -5.598 0.009 0.748 -0.23
O -4.262 0.481 0.708 -0.22
C -3.332 -0.605 0.575 -0.10
H -11.908 -0.497 2.132 0.09
H -12.586 0.118 0.659 0.09
H -12.601 1.139 2.154 0.08
H -9.847 0.697 3.000 0.12
H -10.635 2.245 2.742 0.12
H -8.420 2.598 2.650 0.12
H -8.744 2.559 0.890 0.13
H -7.793 0.229 2.449 0.11
H -5.861 1.728 2.000 0.12
H -6.505 1.915 0.410 0.12
H -5.940 -0.227 -0.269 0.12
H -5.745 -0.919 1.310 0.12
H -3.451 -1.290 1.417 0.09
H -2.337 -0.193 0.456 0.07
H -3.618 -1.126 -0.347 0.09
C 4.603 -3.655 -4.438 -0.12
O 3.279 -3.226 -4.624 -0.19
C 2.326 -4.257 -4.508 -0.23
C 0.932 -3.762 -4.871 -0.21
N 0.531 -2.680 -3.975 -0.05
C -0.832 -2.243 -4.133 -0.19
C -1.035 -1.264 -5.331 -0.24
O -0.094 -0.271 -5.562 -0.16
C 0.162 0.579 -4.466 -0.10
H 4.779 -4.457 -3.708 0.09
H 5.109 -2.774 -4.040 0.08
H 5.117 -4.028 -5.330 0.09
H 2.254 -4.582 -3.462 0.12
H 2.586 -5.138 -5.105 0.12
H 0.243 -4.602 -4.707 0.12
H 0.751 -3.559 -5.937 0.12
H 1.247 -1.980 -4.118 0.07
H -1.174 -1.696 -3.250 0.10
H -1.472 -3.105 -4.313 0.12
H -2.090 -0.951 -5.345 0.12
H -1.014 -1.925 -6.206 0.11
H 0.661 0.119 -3.609 0.07
H -0.796 0.963 -4.103 0.08
H 0.690 1.488 -4.754 0.09
C 6.500 2.542 7.386 -0.09
O 7.412 2.375 6.298 -0.21
C 7.893 1.051 6.137 -0.22
C 6.738 0.157 5.687 -0.24
N 6.268 0.591 4.362 -0.03
C 4.876 0.257 4.115 -0.21
C 4.583 -0.734 2.998 -0.25
O 3.199 -0.897 2.852 -0.18
C 2.890 -1.740 1.757 -0.10
H 6.388 3.609 7.539 0.09
H 6.982 2.052 8.237 0.09
H 5.529 2.069 7.235 0.08
H 8.536 0.699 6.948 0.12
H 8.581 1.107 5.288 0.12
H 6.011 -0.004 6.495 0.10
H 7.086 -0.885 5.618 0.12
H 6.341 1.598 4.489 0.10
H 4.266 1.163 4.052 0.13
H 4.421 -0.240 4.987 0.11
H 5.135 -1.671 3.139 0.12
H 5.010 -0.347 2.058 0.12
H 3.244 -2.767 1.854 0.09
H 3.284 -1.261 0.856 0.07
H 1.806 -1.685 1.662 0.08
```



Energies relative to the most stable structure, in kcal/mol: (A) 27.7; (B) 0.0.



(A)
C21H21MoN5O2 | ωB97M-V/def2-TZVPD

Calculated values
HOMO-LUMO gap (alpha / beta) in eV: 5.48 / 4.03
Multiplicity: 3
Total charge: +4
LUMO level (alpha / beta) in eV: -14.89 / -16.33

Structure (XYZ):
```
50
Properties=species:S:1:pos:R:3:nbo_charge:R:1
N 1.450 -0.307 0.720 -0.50
C 2.164 -0.181 1.626 0.58
C 3.020 0.012 2.754 -0.77
H 3.480 1.013 2.696 0.32
H 3.808 -0.761 2.758 0.33
H 2.439 -0.061 3.694 0.29
N -0.615 -2.582 -1.176 -0.49
C -1.098 -3.624 -1.362 0.69
C -1.735 -4.873 -1.529 -0.78
H -0.974 -5.659 -1.407 0.33
H -2.166 -4.914 -2.541 0.33
H -2.537 -5.016 -0.782 0.33
N -0.218 0.891 -1.954 -0.50
C -0.553 1.757 -2.662 0.58
C -0.866 2.821 -3.555 -0.78
H -1.963 2.886 -3.698 0.31
H -0.386 2.644 -4.534 0.34
H -0.503 3.775 -3.129 0.32
Mo -0.252 -0.729 -0.538 0.81
C -2.257 -0.493 -1.019 0.65
O -3.376 -0.390 -1.352 -0.31
C -0.963 -1.564 1.213 0.65
O -1.360 -2.163 2.120 -0.32
C 2.784 -1.791 -1.140 -0.14
C 2.920 -0.443 -1.501 -0.23
C 2.244 0.053 -2.611 -0.22
C 1.421 -0.794 -3.368 -0.20
C 1.284 -2.133 -3.010 -0.21
C 1.970 -2.635 -1.891 -0.22
H 3.421 -2.212 -0.355 0.24
H 3.661 0.187 -0.996 0.25
H 2.470 1.063 -2.972 0.25
H 1.001 -0.443 -4.317 0.26
H 0.754 -2.819 -3.679 0.26
H 1.978 -3.711 -1.692 0.26
N -2.093 3.149 1.150 -0.43
C -1.801 2.185 0.256 0.28
N -1.110 1.205 0.811 -0.43
C -0.960 1.528 2.162 0.06
C -0.456 0.831 3.267 0.03
C -0.628 1.379 4.543 -0.19
C -1.296 2.593 4.743 -0.08
C -1.798 3.317 3.642 0.05
C -1.584 2.765 2.383 0.14
H -2.645 3.993 0.992 0.49
H -2.120 2.276 -0.788 0.26
H 0.054 -0.101 3.091 0.23
H -0.235 0.849 5.410 0.29
H -1.422 2.967 5.767 0.30
H -2.351 4.260 3.759 0.29
```



(B)
C21H21MoN5O2 | ωB97M-V/def2-TZVPD

Calculated values
HOMO-LUMO gap (alpha / beta) in eV: 5.27 / 5.21
Multiplicity: 3
Total charge: +4
LUMO level (alpha / beta) in eV: -15.21 / -15.32

Structure (XYZ):
```
50
Properties=species:S:1:pos:R:3:nbo_charge:R:1
N -0.159 1.781 -0.438 -0.47
C 0.177 2.884 -0.551 0.48
C 0.460 4.303 -0.534 -0.75
H -0.493 4.842 -0.634 0.31
H 1.113 4.543 -1.381 0.30
H 0.955 4.568 0.409 0.29
N 2.401 -1.940 -1.169 -0.51
C 3.370 -2.565 -1.251 0.62
C 4.580 -3.367 -1.277 -0.76
H 5.271 -2.933 -2.020 0.32
H 4.313 -4.392 -1.591 0.32
H 5.038 -3.365 -0.267 0.33
N -2.032 -1.085 -0.529 -0.47
C -2.886 -1.877 -0.593 0.49
C -4.052 -2.726 -0.555 -0.76
H -3.898 -3.543 0.162 0.30
H -4.219 -3.141 -1.559 0.31
H -4.918 -2.114 -0.265 0.32
Mo 0.430 -0.671 -1.621 0.86
C 0.293 -2.242 0.380 0.68
O 0.469 -2.983 1.239 -0.37
C 1.838 -0.011 0.435 0.67
O 2.617 0.002 1.271 -0.39
C 0.973 0.683 -3.218 -0.20
C -0.415 0.731 -3.060 -0.20
C -1.173 -0.435 -3.080 -0.13
C -0.567 -1.684 -3.255 -0.20
C 0.821 -1.741 -3.455 -0.21
C 1.588 -0.559 -3.437 -0.10
H 1.564 1.588 -3.118 0.31
H -0.910 1.675 -2.862 0.32
H -2.241 -0.358 -2.908 0.32
H -1.156 -2.593 -3.166 0.31
H 1.295 -2.710 -3.564 0.32
H 2.666 -0.588 -3.546 0.30
N -2.215 -0.021 3.307 -0.54
C -1.573 -0.695 2.301 0.35
N -0.492 -0.054 1.910 -0.53
C -0.407 1.113 2.635 0.18
C 0.509 2.167 2.634 -0.25
C 0.416 3.151 3.626 0.02
C -0.607 3.093 4.583 -0.09
C -1.592 2.092 4.549 -0.24
C -1.480 1.131 3.563 0.36
H -3.053 -0.328 3.806 0.47
H -1.979 -1.620 1.916 0.23
H 1.272 2.163 1.861 0.23
H 1.147 3.961 3.683 0.27
H -0.651 3.838 5.374 0.28
H -2.413 2.029 5.262 0.28
```



Energies relative to the most stable structure, in kcal/mol: (A) 0.0; (B) 30.6.